Here is 4 unconnected molecules or ions with the total composition C29H67BrNO16P3 in a non-equilibrium geometry from the Open Molecules 2025 dataset. Energies are from ωB97M-V with the def2-TZVPD basis set.

Geometry (Å):
C1 3.4031 -5.6490 2.0841
C2 3.0021 -6.9919 1.4546
O1 2.1166 -6.8740 0.3523
C3 2.6455 -6.2432 -0.7666
C4 1.4398 -5.9481 -1.6699
C5 0.5694 -4.8988 -1.0311
O2 -0.3292 -5.0971 -0.2962
Br1 1.0404 -3.0535 -1.5240
O3 3.5262 -7.0447 -1.5027
C6 4.8973 -6.8693 -1.2163
C7 5.6840 -6.0948 -2.2915
O4 4.8819 -5.2484 -3.0717
C8 5.3932 -3.9339 -3.2407
C9 4.6331 -2.9498 -2.3538
C10 4.9793 -3.0123 -0.8585
C11 6.0759 -2.0227 -0.4117
N1 7.3846 -2.6655 -0.1496
H1 3.4073 -5.6804 3.1698
H2 4.4216 -5.3923 1.7768
H3 2.7775 -4.8481 1.6912
H4 2.4801 -7.5913 2.1987
H5 3.8914 -7.5705 1.1908
H6 3.1375 -5.2873 -0.5376
H7 0.8374 -6.8581 -1.6684
H8 1.7398 -5.7041 -2.6835
H9 5.0651 -6.3930 -0.2462
H10 5.3324 -7.8684 -1.1387
H11 6.4770 -5.5447 -1.7738
H12 6.2108 -6.8226 -2.9204
H13 6.4738 -3.8826 -3.0729
H14 5.2283 -3.6198 -4.2743
H15 4.7795 -1.9317 -2.7193
H16 3.5822 -3.2139 -2.4694
H17 4.0750 -2.7175 -0.3172
H18 5.2165 -4.0212 -0.5129
H19 5.7500 -1.5491 0.5145
H20 6.1977 -1.2526 -1.1751
H21 7.3119 -3.6590 -0.3302
H22 7.6032 -2.5999 0.8359
O5 4.1058 -1.8829 3.0646
P1 3.7893 -1.5954 4.4695
O6 3.7106 -0.0111 4.7155
C12 2.6984 0.7524 4.0344
C13 1.3114 0.5476 4.6129
O7 5.1540 -1.9243 5.2824
C14 6.2594 -2.5852 4.6709
C15 7.3103 -1.5869 4.2333
O8 2.7886 -2.1706 5.5398
C16 3.0698 -2.3544 6.9390
C17 3.3729 -1.0768 7.6846
H23 2.7128 0.4999 2.9716
H24 2.9943 1.7959 4.1303
H25 0.9622 -0.4723 4.4447
H26 0.6031 1.2284 4.1405
H27 1.3055 0.7177 5.6903
H28 5.9307 -3.2020 3.8350
H29 6.6754 -3.2568 5.4253
H30 6.8726 -0.8153 3.5995
H31 8.1117 -2.0823 3.6828
H32 7.7425 -1.0856 5.1004
H33 3.8597 -3.0920 7.0672
H34 2.1620 -2.8007 7.3451
H35 4.3223 -0.6437 7.3760
H36 3.4286 -1.2941 8.7522
H37 2.5946 -0.3327 7.5179
O9 -1.4038 1.0790 1.7731
P2 -2.5578 1.3194 0.8983
O10 -2.1011 1.0437 -0.6173
C18 -1.6679 -0.2885 -0.9361
C19 -2.8100 -1.2790 -1.0489
O11 -2.7280 2.9294 0.8212
C20 -2.0233 3.8067 1.6970
C21 -0.7920 4.3688 1.0187
O12 -4.0872 0.9576 0.8959
C22 -5.1477 1.8013 0.4065
C23 -5.0652 2.1154 -1.0672
H38 -0.9437 -0.6150 -0.1862
H39 -1.1451 -0.2137 -1.8888
H40 -3.2960 -1.4367 -0.0843
H41 -2.4401 -2.2410 -1.4038
H42 -3.5717 -0.9130 -1.7385
H43 -1.7645 3.3037 2.6281
H44 -2.7126 4.6163 1.9472
H45 -0.1667 3.5677 0.6241
H46 -0.2025 4.9652 1.7166
H47 -1.0772 5.0003 0.1760
H48 -5.2120 2.7062 1.0080
H49 -6.0606 1.2387 0.6025
H50 -4.2175 2.7580 -1.2975
H51 -5.9741 2.6329 -1.3782
H52 -4.9634 1.2060 -1.6587
O13 -6.7749 4.4365 -3.9835
P3 -6.6949 5.9009 -4.2028
O14 -7.7983 6.3707 -3.0632
C24 -7.5050 6.1760 -1.6822
C25 -6.4746 7.1577 -1.1499
O15 -7.5271 6.1383 -5.5650
C26 -7.7361 5.0917 -6.5189
C27 -9.1045 4.4711 -6.3404
O16 -5.9673 7.3172 -4.2014
C28 -6.4358 8.5020 -4.8758
C29 -7.7680 9.0204 -4.3896
H53 -7.1730 5.1458 -1.5212
H54 -8.4493 6.3055 -1.1531
H55 -5.4949 6.9894 -1.6006
H56 -6.3729 7.0517 -0.0689
H57 -6.7632 8.1835 -1.3793
H58 -6.9509 4.3400 -6.4524
H59 -7.6612 5.5516 -7.5059
H60 -9.2523 4.1455 -5.3110
H61 -9.2298 3.6139 -7.0026
H62 -9.8842 5.2009 -6.5636
H63 -6.4389 8.3411 -5.9523
H64 -5.6662 9.2485 -4.6780
H65 -8.5847 8.3507 -4.6497
H66 -7.9581 9.9883 -4.8566
H67 -7.7708 9.1450 -3.3081

- HOMO energy (eV) = -9.1
- max |F| (eV/Å) = 6.78
- frontier orbital gap (eV) = 9.35

***

Here is a molecular structure, C29H68Cl4O2S2 in a non-equilibrium geometry from the Open Molecules 2025 dataset. Energies are from ωB97M-V with the def2-TZVPD basis set.

Geometry (Å):
C1 2.4687 1.6874 1.2487
S1 2.2352 2.5804 2.8294
O1 3.6041 3.1888 3.0558
C2 1.2646 4.0083 2.1581
H1 1.6100 1.0697 0.9853
H2 3.2879 1.0179 1.5109
H3 2.9500 2.3409 0.5210
H4 1.7454 4.3631 1.2464
H5 1.3061 4.8732 2.8201
H6 0.2018 3.9032 1.9401
C3 3.6402 3.1774 -4.3611
S2 2.8322 1.4932 -4.1836
O2 3.9475 0.4396 -3.7850
C4 1.9350 1.8602 -2.5894
H7 4.3672 3.2477 -5.1701
H8 4.2354 3.5063 -3.5091
H9 2.8055 3.8619 -4.5118
H10 1.2752 1.0860 -2.1979
H11 1.5601 2.8781 -2.4821
H12 2.6780 1.6962 -1.8088
C5 -0.5570 1.1883 -0.2021
Cl1 -0.3806 2.8399 0.3103
Cl2 -1.6420 0.9910 -1.5802
Cl3 1.0346 0.5413 -0.6585
Cl4 -1.1917 0.1099 1.0758
C6 -0.3334 2.0039 -5.1341
C7 -1.1090 2.3572 -3.9053
C8 -0.5734 3.6195 -3.2310
C9 -1.5149 4.1212 -2.1723
C10 -1.0554 5.4230 -1.5552
C11 -1.9748 5.9216 -0.3761
H13 -0.7302 1.1288 -5.6487
H14 0.6361 1.6608 -4.7731
H15 -0.2700 2.8057 -5.8697
H16 -2.1344 2.5776 -4.2021
H17 -1.1802 1.4532 -3.3006
H18 -0.2847 4.4341 -3.8953
H19 0.3891 3.3243 -2.8132
H20 -2.4871 4.2681 -2.6429
H21 -1.6745 3.3667 -1.4020
H22 -0.0414 5.2372 -1.2012
H23 -1.0519 6.1759 -2.3434
H24 -2.9231 6.2924 -0.7652
H25 -2.0819 5.1801 0.4156
H26 -1.5918 6.8193 0.1091
C12 3.6828 -0.7606 3.0984
C13 3.9954 -1.1138 1.6476
C14 2.6719 -1.3382 0.7957
C15 2.8404 -1.1393 -0.6746
C16 1.9774 -2.1612 -1.4709
C17 2.3901 -2.1873 -2.9109
H27 3.0581 -1.5274 3.5566
H28 3.1656 0.1987 3.1128
H29 4.5487 -0.6358 3.7486
H30 4.6354 -0.3715 1.1707
H31 4.6003 -2.0199 1.6129
H32 1.8667 -0.7145 1.1840
H33 2.3139 -2.3440 1.0152
H34 2.6683 -0.0742 -0.8295
H35 3.8940 -1.2746 -0.9187
H36 2.0165 -3.1655 -1.0490
H37 0.9208 -1.9047 -1.3936
H38 2.4312 -1.2636 -3.4882
H39 3.3261 -2.7428 -2.8519
H40 1.7821 -2.9735 -3.3584
C18 -0.4887 -1.4403 1.7421
C19 -0.1719 -2.4312 2.8610
C20 -0.4492 -3.8786 2.4334
C21 0.0315 -4.8432 3.4916
C22 -0.2651 -6.2636 3.0971
C23 0.5729 -6.7729 1.9519
H41 0.2492 -1.4934 0.9416
H42 -0.5890 -0.4501 2.1866
H43 -1.4467 -1.6560 1.2691
H44 0.8790 -2.4374 3.1502
H45 -0.7729 -2.1966 3.7396
H46 0.0146 -4.1407 1.4825
H47 -1.5240 -4.0597 2.4261
H48 1.0587 -4.7593 3.8464
H49 -0.6114 -4.6803 4.3566
H50 -0.0317 -6.9323 3.9257
H51 -1.3342 -6.4512 2.9976
H52 0.5406 -6.1161 1.0827
H53 1.5922 -6.8993 2.3169
H54 0.1664 -7.7559 1.7140
C24 -5.5586 -1.8806 -1.0613
C25 -4.1513 -2.4423 -0.7324
C26 -3.5994 -2.1734 0.6682
C27 -3.7777 -0.7223 1.1727
C28 -3.1124 -0.4077 2.5287
C29 -3.6639 0.9339 3.0358
H55 -6.2202 -2.2821 -0.2937
H56 -5.9985 -2.1426 -2.0235
H57 -5.6923 -0.8148 -0.8762
H58 -4.2363 -3.5267 -0.8015
H59 -3.4816 -2.1610 -1.5451
H60 -2.5309 -2.3885 0.6498
H61 -4.1904 -2.7160 1.4060
H62 -3.4148 -0.0330 0.4103
H63 -4.7903 -0.3275 1.2554
H64 -3.4046 -1.1666 3.2545
H65 -2.0226 -0.3935 2.5122
H66 -3.7936 1.5396 2.1388
H67 -4.6421 0.7334 3.4729
H68 -3.1504 1.4234 3.8633

- HOMO energy (eV) = -7.8
- max |F| (eV/Å) = 19.31
- relative energy (zero: lowest compared OMol25 entry of this formula, charge and spin) (kcal per mole) = 340.0
- frontier orbital gap (eV) = 8.25

***

Here is 10 unconnected molecules or ions with the total composition C29H68F12N7O11P in a non-equilibrium geometry from the Open Molecules 2025 dataset. Energies are from ωB97M-V with the def2-TZVPD basis set.

Geometry (Å):
C1 1.8165 -0.4042 -5.9777
C2 2.0508 -0.6789 -4.4514
O1 1.4292 -1.5593 -3.8219
N1 3.1272 0.1424 -3.7154
H1 4.0172 0.1273 -4.1929
H2 2.7257 1.0574 -3.8624
C3 3.1651 -0.0037 -2.2278
H3 1.4768 0.6280 -6.0630
H4 1.0083 -1.0308 -6.3550
H5 2.7745 -0.5833 -6.4657
H6 2.2250 0.2698 -1.7487
H7 3.8944 0.6738 -1.7837
H8 3.4603 -1.0327 -2.0224
C4 0.2096 -1.8224 5.1624
C5 1.7169 -1.5355 5.2650
O2 2.2614 -1.0949 6.2625
N2 2.5118 -1.8238 3.9769
H9 2.8142 -2.7859 3.9224
H10 1.8472 -1.5730 3.2588
C6 3.6465 -0.8422 3.6736
H11 -0.0259 -2.7423 4.6272
H12 -0.1947 -1.0367 4.5240
H13 -0.2255 -1.6350 6.1440
H14 4.1713 -1.2694 2.8191
H15 4.3371 -0.5511 4.4650
H16 3.2198 0.1107 3.3602
C7 -2.7314 -4.8011 4.7485
C8 -2.6842 -3.6652 3.7511
O3 -2.6059 -2.4979 4.0588
N3 -3.0650 -3.9543 2.2665
H17 -3.5101 -4.8526 2.1442
H18 -3.7922 -3.2954 2.0275
C9 -1.8458 -3.9354 1.2700
H19 -2.4626 -5.7714 4.3311
H20 -3.6401 -4.9740 5.3252
H21 -2.0035 -4.6406 5.5438
H22 -1.0664 -3.2841 1.6655
H23 -2.2278 -3.6098 0.3024
H24 -1.5728 -4.9852 1.1623
C10 3.0254 -6.4142 -2.3740
C11 3.1542 -4.8958 -2.3781
O4 2.9761 -4.1092 -3.3906
N4 3.4644 -4.2372 -1.0584
H25 3.7785 -4.9526 -0.4183
H26 4.2900 -3.6601 -1.1323
C12 2.1850 -3.5026 -0.4506
H27 2.6669 -6.7437 -3.3492
H28 2.2533 -6.7891 -1.7021
H29 3.9981 -6.8747 -2.2008
H30 2.1612 -2.5645 -1.0051
H31 2.5312 -3.2168 0.5427
H32 1.2642 -4.0850 -0.4184
C13 4.8523 5.4027 -1.4348
C14 4.7240 4.0593 -0.6990
O5 5.5921 3.2062 -0.8076
N5 3.6041 3.9397 0.3407
H33 4.1048 3.9167 1.2176
H34 3.0962 4.8127 0.3458
C15 2.6152 2.8757 -0.0509
H35 5.7221 5.3792 -2.0913
H36 4.8920 6.3074 -0.8281
H37 3.8996 5.4261 -1.9638
H38 1.6494 3.1027 0.4004
H39 3.0982 1.9619 0.2953
H40 2.5714 2.5927 -1.1026
C16 -2.1549 6.3413 3.1621
C17 -2.0556 4.8375 3.1843
O6 -2.6729 4.0798 2.4149
N6 -1.0427 4.2169 4.1376
H41 -0.5754 5.0189 4.5358
H42 -1.5520 3.7247 4.8577
C18 -0.0398 3.3117 3.4241
H43 -1.1272 6.7003 3.2163
H44 -2.8343 6.7709 3.8983
H45 -2.5434 6.7181 2.2160
H46 -0.5999 2.5578 2.8710
H47 0.6167 2.8971 4.1891
H48 0.5845 4.0390 2.9051
C19 -5.6584 1.4580 -0.0693
C20 -4.1116 1.3404 0.0848
O7 -3.3203 2.2286 -0.3299
N7 -3.5884 0.1739 0.9214
H49 -4.1076 -0.6658 0.7081
H50 -2.6714 -0.0437 0.5584
C21 -3.5252 0.5871 2.4392
H51 -6.2156 0.5220 -0.0304
H52 -5.9532 1.9202 -1.0114
H53 -6.0961 2.0474 0.7364
H54 -2.7877 1.3873 2.5014
H55 -3.2133 -0.2847 3.0144
H56 -4.5781 0.7768 2.6480
C22 2.4303 3.7048 -4.0385
O8 1.4239 2.6916 -3.7552
O9 3.6518 3.1424 -3.6977
C23 2.1854 4.4479 -5.3703
F1 2.6627 5.6859 -5.5104
F2 2.6795 3.7547 -6.3688
F3 0.8558 4.5352 -5.5881
C24 0.2074 3.1496 -3.2054
C25 -0.3955 1.8403 -2.5885
H57 0.2660 1.5447 -1.7742
H58 -1.3779 2.0101 -2.1476
H59 -0.4298 1.0111 -3.2951
H60 -0.4452 3.4814 -4.0130
H61 0.2093 3.9481 -2.4634
H62 2.2996 4.5115 -3.3172
C26 -5.0302 -2.6402 -0.6604
O10 -3.8568 -1.9096 -1.1487
O11 -4.9905 -2.2488 0.6896
C27 -6.4158 -2.5806 -1.4397
F4 -6.8759 -1.2870 -1.5030
F5 -6.1381 -3.0041 -2.6759
F6 -7.4393 -3.3498 -0.8923
C28 -3.3499 -2.1521 -2.4707
C29 -1.8751 -1.7152 -2.3643
H63 -1.3588 -2.4113 -1.7033
H64 -1.4138 -1.7508 -3.3512
H65 -1.6616 -0.7290 -1.9519
H66 -3.8953 -1.7185 -3.3090
H67 -3.2370 -3.2084 -2.7147
H68 -4.5579 -3.6077 -0.8304
P1 0.4450 -0.4933 1.2234
F7 -1.0801 -0.8637 1.5915
F8 0.2912 -1.2649 -0.1819
F9 -0.0349 0.9070 0.6078
F10 1.9733 -0.1751 0.8118
F11 0.6874 0.2819 2.6699
F12 0.9916 -1.8740 1.8976

- HOMO energy (eV) = -15.0
- max |F| (eV/Å) = 7.57
- total charge = +4
- frontier orbital gap (eV) = 5.51

***

Here is 4 unconnected molecules or ions with the total composition C29H68N4O10PS5 from the Open Molecules 2025 dataset. Energies are from ωB97M-V with the def2-TZVPD basis set.

Geometry (Å):
C1 4.3918 -0.2356 3.1372
C2 3.9502 0.7831 2.0818
C3 2.4337 0.8362 1.8894
C4 2.0303 1.9442 0.9230
N1 0.7368 1.6982 0.2574
C5 0.3920 2.7789 -0.6863
C6 1.3935 2.9429 -1.8331
C7 1.0146 2.2859 -3.1834
C8 2.1157 1.4039 -3.7798
N2 1.6448 0.2356 -4.6220
P1 3.0617 -0.1801 -5.6853
N3 4.2208 -0.8232 -4.9113
C9 0.4033 0.4849 -5.4395
C10 -0.7749 -0.1206 -4.6747
C11 -0.1823 -1.1213 -3.6390
C12 -0.4071 -0.5637 -2.2204
C13 -0.7430 -2.5515 -3.8773
C14 -1.1110 -3.3765 -2.6520
O1 -1.1486 -4.7390 -3.0981
C15 -2.4679 -3.0084 -2.0233
N4 -3.4524 -2.5066 -2.9857
C16 1.3304 -1.0928 -3.9301
C17 -0.2925 1.4792 1.2428
S1 -0.9167 0.0150 1.5327
S2 -0.7447 2.9211 2.1384
C18 -1.3125 2.3193 3.7391
C19 -2.8222 2.2280 4.0251
C20 -3.7581 1.8699 2.8821
H1 4.5595 0.2557 4.0918
H2 3.6347 -1.0105 3.2761
H3 5.3196 -0.7228 2.8411
H4 4.2992 1.7830 2.3605
H5 4.4107 0.5639 1.1123
H6 2.0969 -0.1092 1.4539
H7 1.9498 0.9813 2.8576
H8 2.0159 2.9125 1.4419
H9 2.7938 2.0028 0.1490
H10 -0.5851 2.5549 -1.1174
H11 0.2867 3.7354 -0.1589
H12 1.4742 4.0149 -2.0214
H13 2.3915 2.6340 -1.5279
H14 0.0753 1.7551 -3.1119
H15 0.8384 3.1031 -3.8829
H16 2.8188 1.0230 -3.0392
H17 2.6983 2.0169 -4.4727
H18 2.3685 -0.9915 -6.5829
H19 3.3005 1.0345 -6.3412
H20 5.0774 -0.2875 -4.9286
H21 0.2982 1.5253 -5.7369
H22 0.5415 -0.0996 -6.3525
H23 -1.3673 0.6283 -4.1509
H24 -1.4237 -0.6013 -5.4054
H25 0.4136 0.0752 -1.8978
H26 -0.4820 -1.3443 -1.4730
H27 -1.3113 0.0483 -2.1525
H28 -1.6229 -2.4942 -4.5169
H29 -0.0050 -3.1473 -4.4206
H30 -0.3513 -3.2869 -1.8705
H31 -0.8013 -5.3009 -2.4116
H32 -2.3299 -2.3179 -1.1867
H33 -2.8172 -3.9450 -1.5928
H34 -4.3431 -2.9535 -2.8367
H35 -3.6173 -1.5196 -2.8495
H36 1.9878 -1.2001 -3.0689
H37 1.6292 -1.8903 -4.6165
H38 -0.8800 3.0583 4.4185
H39 -0.8008 1.3771 3.9376
H40 -3.1526 3.1724 4.4636
H41 -2.9456 1.4756 4.8087
H42 -4.7916 1.9522 3.2272
H43 -3.6104 0.8515 2.5321
H44 -3.6504 2.5623 2.0551
O2 -2.5527 3.0026 -3.0313
S3 -3.7605 2.6943 -2.3133
O3 -4.2228 1.3412 -2.3342
O4 -4.8979 3.6715 -2.7980
C21 -5.1306 3.7982 -4.2269
C22 -5.9125 2.6340 -4.7942
C23 -3.6449 3.2614 -0.6558
H45 -4.1710 3.9312 -4.7271
H46 -5.6867 4.7276 -4.3187
H47 -5.3341 1.7116 -4.7706
H48 -6.1795 2.8499 -5.8285
H49 -6.8253 2.4721 -4.2227
H50 -3.3045 4.2934 -0.6583
H51 -2.9307 2.6210 -0.1426
H52 -4.6258 3.1693 -0.1979
O5 -2.3611 -6.4496 -0.2568
S4 -3.7395 -6.6867 0.0641
O6 -4.5861 -5.5623 0.3189
O7 -3.8141 -7.7044 1.2712
C24 -3.0182 -7.4129 2.4494
C25 -3.6423 -6.3479 3.3245
C26 -4.4754 -7.7144 -1.1542
H53 -2.0104 -7.1429 2.1333
H54 -2.9621 -8.3658 2.9697
H55 -3.6360 -5.3746 2.8366
H56 -3.0809 -6.2729 4.2558
H57 -4.6761 -6.6014 3.5564
H58 -3.8370 -8.5781 -1.3149
H59 -4.5516 -7.1178 -2.0605
H60 -5.4617 -8.0095 -0.8072
O8 5.4624 1.7839 5.9784
S5 5.8886 2.9858 6.6327
O9 6.8380 3.8290 5.9781
O10 6.3980 2.6199 8.0844
C27 7.3751 1.5521 8.2039
C28 8.7731 1.9991 7.8366
C29 4.4943 3.9396 7.1172
H61 7.0450 0.7065 7.6001
H62 7.3174 1.2605 9.2497
H63 8.8555 2.2236 6.7745
H64 9.4799 1.2054 8.0786
H65 9.0463 2.8952 8.3925
H66 3.7951 3.2961 7.6429
H67 4.0509 4.3293 6.2038
H68 4.8358 4.7535 7.7503

- HOMO energy (eV) = -10.6
- max |F| (eV/Å) = 0.70
- total charge = +1
- frontier orbital gap (eV) = 8.47